C47H59As2ClCsGeN3OSeTe | the ωB97M-V functional and the def2-TZVPD basis

Values from the calculation:
Kohn-Sham gap (alpha / beta)	0.080 / 0.079	hartree
largest force on an atom	3.11	eV/Å
HOMO level (alpha / beta)	-2.88 / -2.85	eV
E	-320108.1567	eV

ORCA input file:
```
! RIJCOSX wB97M-V def2-TZVPD def2/J DEFGRID3
* xyz 0 1
Cs -3.979 1.893 0.900
C 3.712 1.003 1.052
C 3.127 1.664 2.307
As 3.749 1.337 4.160
C 3.506 -0.626 3.957
C 4.533 -1.573 3.793
C 4.233 -2.968 4.002
C 2.923 -3.396 4.117
C 1.891 -2.479 4.118
C 2.177 -1.069 4.079
C 5.705 1.474 3.980
C 6.313 2.355 3.080
C 7.715 2.305 2.863
C 8.512 1.501 3.664
C 7.954 0.831 4.714
C 6.547 0.823 4.924
As 2.787 1.617 -0.719
C 4.488 1.908 -1.674
C 4.586 3.000 -2.495
C 5.807 3.282 -3.129
C 6.879 2.415 -3.055
C 6.752 1.261 -2.222
C 5.532 1.018 -1.557
C 2.637 -0.239 -1.525
C 3.035 -0.483 -2.876
C 3.021 -1.783 -3.384
C 2.417 -2.831 -2.572
C 1.842 -2.537 -1.338
C 1.914 -1.209 -0.856
H 3.696 -0.071 1.104
H 4.614 1.490 0.833
H 2.063 1.394 2.554
H 3.104 2.810 2.213
H 5.529 -1.264 3.499
H 5.110 -3.654 4.032
H 2.696 -4.456 4.323
H 0.864 -2.694 4.225
H 1.358 -0.413 4.210
H 5.759 3.102 2.453
H 8.132 2.931 2.079
H 9.562 1.458 3.422
H 8.584 0.411 5.526
H 6.173 0.110 5.613
H 3.737 3.623 -2.699
H 5.901 4.221 -3.763
H 7.852 2.615 -3.501
H 7.668 0.633 -2.186
H 5.477 0.093 -0.924
H 3.258 0.400 -3.448
H 3.500 -2.070 -4.288
H 2.268 -3.820 -2.911
H 1.497 -3.366 -0.734
H 1.495 -0.948 0.097
Cl -1.674 6.351 4.524
C -2.388 7.624 3.620
H -3.378 7.927 3.921
H -1.880 8.022 2.770
C -2.950 -2.080 -3.839
Te -3.498 -0.840 -2.026
C -4.796 0.458 -3.257
H -3.511 -3.053 -3.685
H -1.863 -2.262 -3.865
H -3.241 -1.426 -4.671
H -4.482 1.460 -3.024
H -5.899 0.288 -3.088
H -4.496 0.193 -4.280
C -7.606 -9.214 0.814
C -6.515 -8.326 0.344
C -6.750 -7.178 -0.397
C -5.694 -6.372 -0.788
C -4.365 -6.787 -0.401
N -3.339 -5.817 -0.559
C -3.246 -4.550 -0.021
O -2.449 -3.696 -0.478
N -4.202 -4.263 1.017
C -4.219 -3.072 1.773
C -5.328 -2.784 2.561
C -5.277 -1.799 3.487
C -4.106 -1.070 3.494
N -3.063 -1.319 2.696
C -3.110 -2.215 1.786
C -4.122 -8.079 0.108
C -5.228 -8.834 0.508
H -8.403 -8.602 1.173
H -7.338 -9.910 1.602
H -8.150 -9.884 0.092
H -7.761 -6.943 -0.777
H -5.817 -5.363 -1.294
H -2.549 -6.065 -1.111
H -4.752 -5.061 1.399
H -6.204 -3.491 2.508
H -6.107 -1.592 4.130
H -3.871 -0.278 4.209
H -2.246 -2.370 1.120
H -3.115 -8.487 0.094
H -5.088 -9.836 0.888
C -1.488 7.099 -5.457
Ge -1.096 6.439 -3.574
C -1.886 7.767 -2.287
C 0.743 5.814 -3.235
C -2.106 4.727 -3.359
Se -2.180 4.078 -1.499
C -3.694 5.318 -0.843
H -0.689 7.516 -6.092
H -2.166 7.921 -5.310
H -2.042 6.272 -5.925
H -2.904 7.999 -2.569
H -1.300 8.659 -2.320
H -1.987 7.422 -1.224
H 1.469 6.643 -2.966
H 1.112 5.409 -4.147
H 0.779 5.130 -2.362
H -1.724 3.937 -4.033
H -3.158 4.807 -3.725
H -3.612 6.302 -1.324
H -3.544 5.425 0.231
H -4.664 4.876 -1.096
*
```